[1]
{"formula": "C5H5NO2", "method": "ωB97M-V/def2-TZVPD", "lumo_energy_ev": 0.03, "max_force_ha_per_bohr": 0.212, "smiles": "CC(=O)c1ncco1", "total_charge": 0, "gap_ev": 9.5, "energy_ev": -10848.039, "relative_energy_ev": 3.276, "species": ["H", "C", "O", "H", "H", "H", "O", "N", "C", "H", "C", "C", "C"], "xyz": [[1.5885, 1.6512, -0.3227], [2.0732, 0.7064, 0.3397], [-0.7705, 0.7040, -0.5754], [3.2837, 0.4584, 0.4850], [-3.1419, -1.2888, 0.2754], [-2.6119, 1.1199, -0.6140], [1.9348, -1.4515, -0.7059], [-1.0483, -1.3799, 0.3022], [-2.2272, -0.8298, 0.1552], [1.8112, 0.8500, 1.3404], [-0.1311, -0.4485, -0.1230], [1.3270, -0.5130, -0.1662], [-2.0875, 0.4215, -0.3907]], "forces_ev_per_a": [[2.090, -2.314, 1.812], [1.397, 0.534, -1.902], [0.616, -2.036, 1.215], [-3.239, 1.050, -1.424], [-1.576, -1.140, 0.692], [-6.817, 8.050, -2.722], [-1.686, 1.553, 1.429], [5.132, 0.805, -0.631], [-0.350, 3.262, -1.702], [-0.919, 0.621, 1.643], [-4.095, -1.392, 0.587], [3.042, -1.272, -1.672], [6.404, -7.721, 2.674]], "mulliken_charge": [0.249, -0.884, -0.288, 0.257, 0.443, 0.625, -0.519, -0.521, -0.318, 0.365, 0.467, 0.426, -0.299]}



[2]
{"formula": "C37H93N4O13S9", "method": "ωB97M-V/def2-TZVPD", "lumo_energy_ev": -2.94, "max_force_ha_per_bohr": 0.062, "total_charge": 1, "gap_ev": 7.0, "energy_ev": -169954.651, "species": ["H", "S", "C", "H", "C", "S", "H", "H", "O", "H", "C", "O", "C", "C", "H", "H", "C", "H", "N", "C", "S", "H", "O", "N", "H", "H", "H", "C", "H", "H", "H", "H", "H", "H", "C", "O", "C", "S", "H", "C", "C", "H", "C", "C", "H", "C", "C", "H", "H", "H", "H", "S", "H", "C", "H", "H", "H", "H", "S", "H", "H", "H", "C", "C", "H", "H", "H", "H", "O", "C", "C", "O", "O", "H", "O", "H", "C", "H", "H", "C", "S", "C", "H", "H", "H", "H", "C", "H", "N", "H", "H", "H", "O", "H", "H", "H", "H", "H", "H", "C", "H", "O", "H", "H", "H", "H", "O", "H", "S", "H", "C", "H", "H", "H", "H", "S", "H", "C", "H", "H", "H", "C", "H", "H", "H", "O", "C", "O", "C", "H", "H", "C", "C", "H", "C", "C", "H", "H", "H", "C", "H", "H", "H", "H", "H", "H", "H", "H", "H", "N", "H", "H", "H", "C", "H", "H"], "xyz": [[1.0514, 2.3417, 2.3044], [5.6909, -0.7069, -4.4115], [11.3167, -4.8471, -5.2457], [4.1865, 7.0709, 7.9226], [5.4946, 0.8497, -5.3048], [-6.1046, 0.1053, 2.2761], [7.4394, -1.0522, -6.0252], [-4.8171, 2.1104, 2.4078], [0.7669, -6.3865, -2.2654], [1.0255, 3.6568, 8.7911], [2.7790, 1.5448, 0.1726], [-5.0298, -0.8182, 2.7606], [-1.4167, 5.7471, -1.8665], [0.7167, -0.3930, -4.0478], [3.4441, 1.2751, 3.7070], [-4.3061, -0.7404, -3.7316], [0.5943, 3.1486, 7.9327], [-6.6148, -6.9389, -1.1037], [1.5217, 1.6013, 2.8322], [3.0058, 1.7163, 2.7479], [1.7255, 3.2700, 6.5309], [-1.9147, -4.3749, -1.8987], [0.0442, -0.3949, 0.7207], [2.1629, 0.3259, -2.0235], [-1.8435, -5.6208, -3.2445], [-0.4456, 6.2449, -1.8582], [12.1624, -4.3366, -5.7065], [9.4837, -5.0322, -3.3001], [4.4336, -2.9208, -2.8476], [7.7143, -1.9652, -4.5220], [2.7318, 1.3430, 7.5640], [-6.5821, -6.7991, -2.8874], [-9.1694, 6.7546, 0.9267], [-10.5666, 3.1682, 1.3835], [0.5349, -1.3325, -1.4971], [1.1642, 2.4152, 5.4346], [-10.1766, 4.1674, 1.5780], [-5.8103, -0.1677, -1.9494], [2.5307, 7.8221, 10.4521], [-6.2481, 1.2214, -3.0149], [2.8588, -4.9814, -1.7788], [-0.7777, 3.8712, 0.1309], [1.4367, -5.1179, -2.4839], [-0.8397, -1.5244, 0.8989], [-0.3453, 3.6307, 7.6602], [-6.9359, -4.2064, -1.8533], [-7.5525, -0.1543, 3.3205], [3.8461, 1.3342, -2.4767], [-1.9064, 5.8614, -0.8982], [-1.6427, -1.5713, 0.0781], [8.7490, -5.0022, -4.1068], [-8.7281, 4.4282, 0.5335], [4.4768, 1.2107, -5.1503], [2.1358, 7.0043, 9.8477], [-5.1580, -7.4113, -2.0108], [9.0318, -4.6529, -2.3833], [-6.7078, 1.9955, -2.4000], [3.7019, -5.2605, -2.4899], [3.3738, 5.6973, 9.7228], [1.8834, -2.7914, -3.7299], [5.6655, 0.6907, -6.3705], [9.8233, -6.0565, -3.1388], [2.4811, -1.9580, -3.2530], [3.4587, 0.8559, 1.4474], [-7.2726, -0.0705, 4.3721], [-6.5484, 2.4323, 2.6671], [-5.9484, -1.3908, -4.0191], [1.2871, 1.6961, 3.8378], [-7.0844, -0.7809, -1.4665], [3.0775, 2.3409, 7.2872], [-5.1718, -1.2198, -3.2714], [-1.9688, -0.1779, 2.7467], [-4.6344, -4.7153, -3.1021], [2.2207, -3.2502, -0.5540], [4.8274, -1.7219, -5.0882], [-5.5603, 1.7177, 3.9780], [7.3888, -1.0109, -4.9362], [-0.1969, -2.4716, 0.9143], [3.6307, 1.9867, -0.4569], [-8.3452, 6.0780, 1.1579], [10.8964, -3.9878, -3.7152], [-1.6461, -1.4987, 2.2884], [-1.7848, -2.8860, 4.0030], [0.0165, 2.5540, -0.7675], [4.1219, -1.5589, -1.6902], [6.2024, 1.5839, -4.9157], [-0.4179, 0.7135, -3.8264], [-5.3458, 1.6190, -3.4830], [-0.2407, 1.7335, -4.9285], [3.4356, 2.8703, 8.1646], [-8.3149, 0.5861, 3.0737], [-0.4101, -3.2899, 2.8863], [-2.5169, 3.3290, -2.0752], [-7.4636, -4.4524, -2.7763], [-2.6478, -2.0161, 2.0706], [3.2063, -0.2380, 1.5903], [1.5531, 0.0268, -4.7041], [-0.5214, -0.9987, -1.7342], [10.4655, -4.8287, -5.9284], [-5.7237, 1.7557, 2.8991], [1.2484, 6.5940, 10.3303], [-7.6554, 3.5064, 1.0176], [0.4088, 2.0994, 8.1698], [3.3771, 2.7761, 2.5498], [2.0972, 2.4209, 0.4182], [0.4060, -2.4463, -1.3276], [10.3638, -2.6422, -4.0891], [-6.9563, 0.8953, -3.7787], [-5.3349, -5.0393, -1.8207], [5.4661, 6.0586, 8.6361], [1.4654, -0.8424, -2.6809], [3.8864, 2.2563, 6.5599], [1.7184, -1.4993, 0.5485], [-0.2334, -1.8300, 4.0807], [0.7195, 4.1917, -0.7971], [-1.1925, 3.9956, -2.2384], [-9.8965, 4.2498, 2.6296], [3.6017, -2.4339, -2.2240], [2.3938, 2.1603, -2.5907], [-4.8687, -2.1740, -2.8390], [-6.7675, -3.1298, -1.8074], [4.6054, 6.6906, 8.8557], [-8.1817, 6.0389, 2.2362], [-10.9398, 4.9076, 1.3330], [3.0372, -1.4397, -4.1090], [2.8551, 4.6800, 8.7525], [-1.7474, -5.4854, -2.1248], [-0.3338, -6.1698, -0.2792], [-0.9324, -2.4087, 3.4035], [0.7135, -4.2814, -2.2008], [0.0302, 2.6458, -4.5513], [-0.3979, -6.0354, -1.5054], [1.1609, -0.7740, -0.1275], [-2.9331, -0.1043, 2.6147], [-0.2117, 3.6214, -0.7680], [2.0777, 0.4232, -0.6942], [4.9182, 7.5190, 9.4929], [4.5914, 0.9442, 1.3948], [-7.5248, -4.5167, -0.9890], [-5.9943, -6.7128, -1.9722], [-1.1301, 1.7751, -5.4344], [-7.9427, -1.1537, 3.1275], [11.5954, -5.8775, -5.0195], [3.9907, -3.6530, -0.4233], [1.8739, 7.3648, 8.8517], [0.3501, -1.3331, -4.5627], [1.6165, -4.9913, -3.6127], [-1.4262, 0.1846, -3.9562], [-0.3394, 1.1574, -2.7852], [2.8709, 1.2631, -2.7931], [-2.6094, -6.0218, -1.5984], [-7.4387, 6.4310, 0.6660], [-2.0418, 6.1873, -2.6435], [3.1270, -3.5330, -1.1720], [8.0341, -0.2159, -4.5599], [2.8603, -5.7169, -0.9003]], "forces_ev_per_a": [[0.176, -0.324, 0.517], [0.280, 0.092, -0.356], [-0.041, 0.000, -0.096], [-0.059, -0.062, 0.054], [-0.094, 0.056, -0.064], [-0.160, 0.331, -0.164], [-0.135, 0.015, 0.046], [-0.069, -0.102, -0.062], [-1.568, 1.642, 0.519], [0.036, -0.061, -0.175], [1.038, -1.191, -1.104], [0.166, 0.137, 0.098], [-0.016, 0.075, 0.041], [0.721, 0.569, 1.238], [-0.412, 0.743, -1.438], [-0.026, 0.036, 0.064], [-0.286, -0.194, 0.052], [0.062, 0.069, -0.002], [1.177, 0.202, 0.524], [-0.412, -0.898, -1.085], [0.136, 0.049, 0.301], [0.554, -1.545, -0.202], [0.683, 0.253, -0.582], [-0.042, -0.462, 2.745], [0.205, 0.076, 1.375], [-0.013, -0.054, -0.036], [-0.053, 0.028, 0.122], [-0.109, -0.003, -0.036], [-1.182, 0.698, 0.834], [-0.004, 0.102, 0.032], [-0.107, 0.026, -0.151], [0.051, 0.092, 0.012], [0.014, -0.068, -0.035], [0.096, 0.059, -0.077], [0.411, -0.653, -0.017], [-0.025, 0.010, 0.581], [-0.013, -0.039, 0.096], [-0.006, 0.113, -0.014], [0.032, -0.086, 0.005], [-0.096, 0.053, -0.059], [-0.464, -0.089, 0.787], [-0.029, -0.055, -0.053], [0.828, 1.004, -1.584], [-0.634, -0.535, 0.597], [0.084, -0.056, -0.142], [0.060, 0.047, -0.079], [0.015, -0.103, 0.151], [-0.492, -0.237, -0.063], [0.003, -0.112, -0.039], [1.374, 0.098, 0.862], [0.075, 0.041, -0.019], [0.028, -0.040, 0.060], [0.022, -0.111, 0.022], [-0.096, -0.005, -0.088], [-0.003, 0.097, 0.018], [0.119, 0.038, -0.043], [0.069, -0.107, 0.065], [-1.145, 0.256, 0.837], [0.059, 0.243, 0.046], [0.650, 0.916, 0.877], [0.007, -0.077, 0.065], [0.033, 0.060, 0.003], [1.230, 1.580, 0.509], [0.387, 1.070, 1.389], [0.072, 0.002, -0.059], [0.061, -0.104, -0.152], [-0.011, 0.020, 0.063], [-0.207, 0.175, -1.021], [0.203, -0.019, -0.252], [0.080, -0.392, -0.078], [-0.062, -0.036, 0.023], [-0.001, -0.913, -0.555], [-0.126, 0.012, 0.098], [1.056, -0.163, -0.799], [0.375, 0.239, -0.105], [0.035, -0.145, -0.031], [-0.017, -0.078, 0.049], [-1.033, 0.999, -0.226], [-1.299, -0.546, 0.775], [0.052, 0.039, 0.090], [-0.024, 0.076, -0.071], [-0.154, -0.981, -0.006], [1.376, 0.830, -0.511], [-0.172, 0.004, -0.023], [-0.962, -1.049, -0.717], [0.015, -0.071, 0.019], [0.519, -0.903, -1.075], [0.016, -0.034, 0.102], [-0.731, -0.735, 0.982], [-0.098, -0.050, -0.145], [0.098, 0.001, -0.090], [-0.537, 1.336, 0.807], [0.490, 0.185, -0.057], [0.107, -0.069, -0.004], [1.484, 0.518, 0.079], [0.049, 1.405, -0.250], [-1.374, -0.399, 0.833], [1.272, 0.227, 0.887], [-0.009, 0.049, 0.078], [-0.003, 0.013, 0.214], [0.113, -0.052, -0.005], [-0.258, 0.243, 0.044], [0.023, -0.003, -0.165], [-0.237, -1.130, 0.571], [0.523, -1.480, -0.200], [0.554, 1.245, -0.894], [-0.091, -0.330, 0.001], [0.017, -0.086, 0.073], [-0.358, -0.063, 0.022], [-0.099, -0.030, 0.078], [-0.649, -2.025, -1.442], [-0.138, 0.035, -0.080], [0.016, 0.676, -1.541], [-0.806, -0.670, -0.913], [-0.043, 0.057, -0.056], [-0.342, -0.016, 0.139], [0.072, 0.014, -0.062], [-0.173, -0.907, -0.302], [0.651, -0.498, -0.460], [0.010, 0.061, -0.051], [-0.044, -0.056, 0.100], [0.007, -0.015, -0.136], [-0.015, -0.081, -0.043], [0.056, -0.023, -0.043], [-0.848, -0.935, 1.170], [0.315, 0.911, 0.470], [-0.034, -0.103, -0.406], [-0.155, 0.298, -3.167], [-0.900, -0.219, -0.405], [1.174, -0.881, -0.167], [-0.554, -0.414, -0.304], [-0.117, -0.532, 3.055], [-1.740, 0.405, -0.584], [0.317, -0.005, 0.286], [0.036, -0.003, 0.101], [-0.945, -0.015, -0.121], [-0.042, -0.076, 0.036], [-1.328, -0.203, -0.337], [0.092, 0.009, 0.009], [0.039, -0.080, -0.089], [0.610, 0.576, 0.256], [0.095, 0.058, -0.067], [0.002, 0.059, 0.050], [-1.218, 0.163, -0.980], [0.063, -0.075, 0.004], [0.263, 1.120, 0.769], [-0.455, -0.330, 1.481], [1.304, 1.001, 0.488], [-0.254, -0.443, -1.152], [-0.368, 0.792, 0.050], [1.418, 0.644, -0.752], [-0.065, -0.113, -0.029], [0.045, -0.132, -0.002], [0.828, -0.373, 0.377], [-0.033, -0.062, 0.050], [0.037, 0.949, -1.275]], "mulliken_charge": [0.023, 0.786, -0.914, 0.304, -1.166, 0.749, 0.392, 0.282, -0.437, 0.362, -0.296, -0.714, -1.084, -1.177, 0.356, 0.297, -0.976, 0.375, -0.097, -0.820, 0.238, 0.131, -0.335, 1.017, 0.351, 0.365, 0.314, -0.923, 0.415, 0.223, 0.327, 0.314, 0.399, 0.315, -0.671, -0.599, -0.982, 0.779, 0.408, -0.933, -0.805, 0.533, 0.146, -0.050, 0.322, -0.667, -1.079, 0.323, 0.343, 0.090, 0.279, 0.427, 0.265, -1.000, 0.327, 0.302, 0.261, 0.252, 0.404, 0.086, 0.417, 0.395, -0.862, -0.527, 0.357, 0.289, 0.366, 0.354, -0.707, -0.909, -0.706, -0.405, -0.605, -0.301, -0.696, 0.410, -1.035, 0.007, 0.362, -0.974, 0.467, 0.442, 0.337, -0.306, 0.315, 0.397, 0.582, 0.318, -0.585, 0.399, 0.349, 0.331, -0.559, 0.300, 0.292, 0.239, 0.283, 0.194, 0.296, -0.941, 0.315, -0.520, 0.327, 0.177, 0.124, -0.400, -0.575, 0.327, 0.608, 0.319, 0.972, 0.294, 0.843, 0.235, 0.423, 0.528, 0.295, -0.424, 0.184, -0.024, 0.019, -0.968, 0.295, 0.409, 0.420, -0.443, -0.478, -0.527, -1.282, -0.129, 0.246, 0.557, 0.475, 0.128, -0.583, -0.561, 0.393, 0.463, 0.421, -1.027, 0.284, 0.318, 0.364, 0.322, 0.314, 0.496, 0.280, -0.012, -0.407, -0.752, 0.146, 0.304, 0.372, -0.154, 0.386, 0.347]}



[3]
{"formula": "C3HBeFO2", "method": "ωB97M-V/def2-TZVPD", "lumo_energy_ev": [-13.20, -13.20], "max_force_ha_per_bohr": 0.161, "total_charge": 2, "gap_ev": [7.1, 7.1], "energy_ev": -10311.380, "relative_energy_ev": 3.638, "species": ["H", "C", "C", "O", "Be", "C", "O", "F"], "xyz": [[1.2846, -0.8057, 1.7262], [0.7262, -1.0624, -0.4742], [1.5822, -0.6296, 0.6662], [2.3106, 0.2183, 0.2057], [-1.2065, -0.0246, -1.4349], [-2.4253, 1.6211, 0.2739], [-1.9166, 0.9112, -0.4543], [-0.3552, -0.2283, -0.5085]], "forces_ev_per_a": [[1.012, -0.292, -0.266], [4.904, -3.232, -1.362], [-1.389, 1.409, 1.601], [-0.681, -1.273, -0.562], [-5.072, 1.154, -5.721], [-1.256, 1.635, 1.551], [-2.793, 1.253, -1.615], [5.275, -0.655, 6.374]], "mulliken_charge": [0.348, 0.085, 0.166, -0.185, 0.494, 0.537, 0.237, 0.319]}